# C37H30Cl2F2NOsP2

A molecular structure, C37H30Cl2F2NOsP2 (the ωB97M-V functional and the def2-TZVPD basis, the Open Molecules 2025 dataset).

Last column: Löwdin charge in e.
Cartesian coordinates (Å):
1 Os 9.84981 13.96603 12.17697  1.142
2 F 4.87684 14.92429 13.80600  0.156
3 C 6.00118 15.41524 13.40133  -0.264
4 C 7.10753 14.54386 13.28664  -0.014
5 C 8.26218 15.13611 12.71537  -0.260
6 C 8.32564 16.45334 12.19344  -0.138
7 C 7.24148 17.23014 12.48535  -0.191
8 F 7.22301 18.46580 12.02154  0.135
9 C 6.04871 16.81817 13.15535  0.173
10 C 9.50153 16.73626 11.40687  -0.183
11 C 9.83909 17.94898 10.81541  0.055
12 C 11.00602 18.05402 10.09902  0.028
13 C 11.80946 16.94611 9.86366  -0.005
14 C 11.41938 15.76541 10.40068  -0.081
15 N 10.30279 15.66587 11.19624  -0.124
16 H 7.11125 13.49866 13.67763  0.115
17 H 5.14318 17.35176 13.17539  0.136
18 H 9.30129 18.82128 11.02208  0.117
19 H 11.20294 19.01708 9.63532  0.145
20 H 12.64866 17.03345 9.27968  0.104
21 H 12.00288 14.84558 10.38426  0.101
22 Cl 11.31445 14.67688 14.77922  0.633
23 C 10.14176 13.50783 15.33312  -0.838
24 Cl 9.86220 12.30388 13.97209  0.595
25 H 9.17158 13.93322 15.54456  0.044
26 H 10.45725 12.95082 16.20508  0.062
27 C 9.20138 12.46253 8.92034  -0.398
28 P 10.26784 12.23979 10.44989  0.901
29 C 9.68173 10.67774 11.12796  -0.434
30 C 8.31568 10.64972 11.49012  -0.134
31 C 7.73430 9.44664 11.88080  -0.043
32 C 8.57853 8.38158 12.05767  -0.054
33 C 9.90614 8.39476 11.69159  -0.050
34 C 10.47500 9.53483 11.14477  -0.082
35 C 12.01991 12.07940 10.02524  -0.422
36 C 12.79587 11.71740 11.08912  -0.123
37 C 14.16304 11.53087 10.84519  -0.046
38 C 14.78188 11.76741 9.64241  -0.036
39 C 13.98698 12.25153 8.59236  -0.014
40 C 12.57315 12.42220 8.80395  -0.072
41 P 9.28260 11.35470 7.47256  1.203
42 C 10.20535 12.00940 6.13146  -0.382
43 C 10.75361 11.13958 5.21480  -0.079
44 C 11.63867 11.58836 4.25814  -0.021
45 C 11.89637 12.96052 4.19596  0.006
46 C 11.18823 13.89490 5.01392  -0.037
47 C 10.36338 13.43140 6.01221  -0.087
48 C 9.53617 9.63001 7.76777  -0.364
49 C 8.37268 8.89086 8.01358  -0.071
50 C 8.56098 7.60569 8.43424  -0.083
51 C 9.76685 7.00661 8.56586  -0.030
52 C 10.93041 7.74059 8.32089  -0.051
53 C 10.84297 9.04090 7.91417  -0.072
54 H 9.45895 13.40694 8.48220  0.016
55 H 8.19945 12.49613 9.29923  0.046
56 H 7.75746 11.56407 11.38837  0.084
57 H 6.68317 9.43592 12.06754  0.120
58 H 8.12306 7.46960 12.44035  0.133
59 H 10.56176 7.55083 11.95498  0.139
60 H 11.52452 9.53071 10.81595  0.117
61 H 12.43852 11.59747 12.07610  0.091
62 H 14.76907 11.28167 11.70005  0.121
63 H 15.90106 11.65412 9.52676  0.151
64 H 14.41135 12.51959 7.63543  0.114
65 H 12.05176 12.71610 7.92675  0.069
66 H 10.51458 10.07256 5.23309  0.128
67 H 12.04190 10.86504 3.55299  0.133
68 H 12.52646 13.44157 3.44448  0.130
69 H 11.39632 14.95318 4.95966  0.119
70 H 9.86589 14.13402 6.71472  0.113
71 H 7.33477 9.24072 8.05685  0.131
72 H 7.68208 7.03621 8.59282  0.119
73 H 9.81939 5.98347 8.96225  0.141
74 H 11.89650 7.34530 8.54183  0.120
75 H 11.69961 9.62750 7.68828  0.099

## Properties
Lowest unoccupied orbital energy (spin up / spin down)   -8.8 / -10.5 eV
Orbital gap (spin up / spin down)   7.2 / 6.2 eV
Net charge   +3
2S+1   5
E_tot   -3375.11573 Eh
Maximum force   4.44 eV/A